Record 1
ORCA calculation (the ωB97M-V functional and the def2-TZVPD basis) on 2 unconnected molecules or ions with the total composition C5H8N2 at a distorted geometry.

Summary:
structure (SMILES): [H]/N=C\C#N.C=CC
orbital gap: 9.830 eV
highest occupied orbital energy: -9.751 eV
ΔE to the lowest compared entry with this formula, charge and spin: 2.384 eV

```
15
C5H8N2 the ωB97M-V functional and the def2-TZVPD basis
C 0.983 -1.131 0.823
C 0.946 0.199 0.679
C 1.413 0.995 -0.533
N -1.460 0.709 -1.307
C -1.688 0.347 -0.110
C -2.004 -1.047 0.262
N -2.395 -2.123 0.472
H 0.612 0.795 1.540
H 1.553 -1.774 0.148
H 0.514 -1.557 1.715
H 1.501 0.404 -1.462
H 0.764 1.857 -0.768
H 2.402 1.371 -0.257
H -1.484 -0.109 -1.924
H -1.655 1.064 0.722
```

Mulliken analysis output, partial charges in e: -0.797 -0.014 -1.059 -0.513 -0.024 0.267 -0.392 0.372 0.258 0.310 0.289 0.316 0.345 0.259 0.384


Record 2
ORCA calculation (the ωB97M-V functional and the def2-TZVPD basis) on a molecular structure, C25H45Br3IN2O9S at a distorted geometry.

Summary:
total charge: +1
orbital gap: 8.428 eV
highest occupied orbital energy: -11.583 eV

```
86
C25H45Br3IN2O9S the ωB97M-V functional and the def2-TZVPD basis
C -4.309 -0.413 1.775
C -3.420 -0.106 0.438
C -1.948 0.251 0.882
C -0.866 0.723 -0.214
C -0.281 2.052 0.544
O 0.372 1.694 1.787
C -0.076 2.496 2.901
C 0.861 2.059 4.157
O 0.596 0.722 4.615
C -0.109 0.684 5.877
C 0.510 -0.354 6.943
C -1.400 1.022 -1.687
C -0.786 2.313 -2.431
C -1.686 3.655 -2.199
N -1.674 -0.185 -2.553
N -2.443 0.287 -3.645
C -0.592 -1.143 -2.837
C 0.601 -0.446 -3.717
C 0.293 -0.143 -5.239
O 0.935 -0.735 -6.155
O -0.543 0.899 -5.764
C -0.895 -2.482 -3.636
Br 0.524 -3.523 -4.638
C -2.157 -3.148 -3.798
C -3.511 -2.599 -3.221
Br -2.351 -4.862 -4.831
C -0.031 -1.622 -1.363
Br -1.384 -2.833 -0.441
C 1.224 -2.620 -1.392
C 0.949 -4.169 -1.031
O 0.555 -5.062 -1.793
I 1.416 -4.895 1.013
C 0.361 -0.352 -0.410
C 1.779 0.311 -0.723
C 2.830 0.226 0.526
C 4.296 0.373 -0.175
S 5.699 0.147 1.011
O 6.681 1.296 0.919
O 5.131 0.075 2.396
O 6.463 -1.300 0.545
H -5.048 -1.243 1.502
H -4.836 0.527 2.142
H -3.559 -0.803 2.550
H -3.918 0.804 -0.079
H -3.572 -1.002 -0.246
H -1.513 -0.682 1.413
H -2.082 0.993 1.760
H -1.184 2.702 0.812
H 0.436 2.677 -0.059
H 0.029 3.617 2.693
H -1.152 2.251 3.248
H 1.943 2.051 3.745
H 0.830 2.867 4.958
H -0.213 1.686 6.410
H -1.182 0.321 5.647
H -0.316 -1.040 7.348
H 0.964 0.167 7.862
H 1.310 -1.041 6.499
H -2.477 1.430 -1.512
H -0.752 2.212 -3.582
H 0.321 2.512 -2.164
H -2.450 3.644 -3.066
H -2.198 3.680 -1.185
H -1.016 4.560 -2.411
H -2.381 -0.676 -1.948
H -3.443 0.280 -3.373
H -2.367 -0.317 -4.471
H 0.977 0.535 -3.273
H 1.559 -1.089 -3.724
H -1.111 0.541 -6.488
H -3.560 -2.353 -2.111
H -3.934 -1.723 -3.846
H -4.318 -3.418 -3.350
H 1.878 -2.613 -2.316
H 1.931 -2.318 -0.524
H 0.473 -0.830 0.639
H 1.779 1.402 -1.044
H 2.356 -0.213 -1.582
H 2.754 1.117 1.229
H 2.723 -0.740 1.123
H 4.341 1.463 -0.550
H 4.433 -0.364 -1.037
H 5.749 -1.777 0.051
O 3.193 0.411 6.881
H 3.365 1.360 6.930
H 3.627 0.138 6.063
```

Mulliken analysis output, partial charges in e: -1.120 0.782 -1.036 3.815 -1.887 -0.009 -0.153 -0.689 -0.197 -0.313 -0.906 -1.780 -0.631 -1.258 0.908 -0.641 1.255 -0.361 -0.160 -0.527 -0.463 -0.826 -0.005 -0.138 -0.482 -0.124 0.151 0.020 0.387 -0.544 -0.418 0.047 -1.527 -1.535 -0.255 -1.127 1.224 -0.611 -0.549 -0.469 0.382 0.282 0.306 0.252 -0.549 0.358 -0.057 0.743 0.218 0.352 0.139 0.194 0.456 0.306 0.243 0.297 0.242 0.206 0.309 0.173 0.360 0.330 0.260 0.376 0.134 0.320 0.348 0.300 0.654 0.377 -0.063 0.161 0.448 0.262 0.204 1.299 0.385 0.318 0.234 0.403 0.361 0.457 0.369 -0.581 0.291 0.287


Record 3
ORCA calculation (the ωB97M-V functional and the def2-TZVPD basis) on 2 unconnected molecules or ions with the total composition C3H10O2S at a distorted geometry.

Summary:
structure (SMILES): OCCCS.O
orbital gap: 9.550 eV
highest occupied orbital energy: -9.046 eV
ΔE to the lowest compared entry with this formula, charge and spin: 0.980 eV

```
16
C3H10O2S the ωB97M-V functional and the def2-TZVPD basis
C -1.123 0.615 0.747
O -0.721 1.483 -0.329
C 0.018 -0.170 1.252
C 0.845 -0.964 0.174
S 1.919 -2.128 1.031
H -2.010 0.089 0.373
H -1.420 1.340 1.562
H -0.043 2.107 0.068
H -0.321 -0.876 2.044
H 0.678 0.579 1.759
H 0.088 -1.602 -0.487
H 1.404 -0.385 -0.493
H 2.632 -0.934 1.105
H -1.164 0.894 -2.695
H 0.074 0.018 -3.100
O -0.855 -0.065 -3.011
```

Mulliken analysis output, partial charges in e: -0.545 -0.480 -0.387 -0.608 -0.189 0.339 0.281 0.291 0.300 0.318 0.293 0.285 0.130 0.314 0.297 -0.639


Record 4
ORCA calculation (the ωB97M-V functional and the def2-TZVPD basis) on 2 unconnected molecules or ions with the total composition C4H10N3O at a distorted geometry.

Summary:
total charge: +1
expectation value of S²: 2.008
orbital gap (spin up / spin down): 8.084 / 8.497 eV
highest occupied orbital energy (spin up / spin down): -11.633 / -14.662 eV
ΔE to the lowest compared entry with this formula, charge and spin: 3.188 eV
multiplicity: 3

```
18
C4H10N3O the ωB97M-V functional and the def2-TZVPD basis
C -1.272 0.227 1.010
C -0.989 1.442 0.584
C -0.625 -0.766 0.021
C 2.543 -0.129 0.244
N 0.302 0.126 -0.739
N -1.592 -1.250 -0.878
N 0.066 1.461 -0.451
O 0.013 -1.759 0.741
H -1.959 -0.082 1.788
H -1.332 2.427 1.065
H 2.597 -1.019 -0.359
H 2.998 0.805 0.079
H 1.967 -0.221 1.197
H -2.190 -0.691 -1.328
H -1.177 -1.947 -1.472
H -0.191 1.907 -1.395
H 0.852 2.075 -0.317
H -0.011 -2.606 0.212
```

Mulliken analysis output, partial charges in e: -0.592 -0.399 0.986 -1.001 -0.577 -0.507 0.177 -0.464 0.442 0.403 0.296 0.437 0.291 0.181 0.230 0.377 0.371 0.349


Record 5
ORCA calculation (the ωB97M-V functional and the def2-TZVPD basis) on a molecular structure, C11H20Cl2O3Pt at a distorted geometry.

Summary:
total charge: -2
expectation value of S²: 6.030
orbital gap (spin up / spin down): 4.370 / 4.202 eV
highest occupied orbital energy (spin up / spin down): 0.846 / 0.331 eV
ΔE to the lowest compared entry with this formula, charge and spin: 0.384 eV
multiplicity: 5

```
37
C11H20Cl2O3Pt the ωB97M-V functional and the def2-TZVPD basis
C -0.792 0.744 -2.183
C -1.604 -0.394 -2.070
C -0.763 -1.532 -1.837
C -3.076 -0.433 -2.232
C 0.576 -1.108 -1.799
C 0.583 0.357 -1.852
C 1.725 1.134 -2.345
C -1.244 2.092 -2.558
C -1.239 -2.920 -1.631
C 1.745 -2.002 -1.869
Pt 0.375 0.468 0.614
Cl -1.931 0.601 0.950
Cl 0.336 2.750 0.374
O 2.283 0.007 0.471
H -3.521 0.529 -1.943
H -3.506 -1.208 -1.584
H -3.385 -0.650 -3.269
H -2.025 -2.942 -0.859
H -0.413 -3.547 -1.275
H -1.648 -3.381 -2.544
H 1.620 -2.869 -1.208
H 2.641 -1.462 -1.561
H 1.908 -2.404 -2.884
H 2.652 0.751 -1.917
H 1.643 2.191 -2.087
H 1.791 1.051 -3.438
H -2.085 2.425 -1.933
H -1.572 2.118 -3.608
H -0.425 2.803 -2.441
H 2.281 -0.633 1.206
O 2.825 4.021 -0.354
H 3.688 4.074 0.126
C 0.102 -0.101 3.505
O 0.454 -0.791 2.343
H -0.449 0.812 3.207
H 0.990 0.137 4.125
H -0.539 -0.690 4.179
```

Mulliken analysis output, partial charges in e: 0.793 0.258 1.363 -1.573 0.121 1.279 -1.836 -1.891 -1.763 -1.922 0.924 -0.662 -0.397 -0.773 0.336 0.341 0.301 0.344 0.367 0.264 0.439 0.342 0.248 0.348 0.361 0.302 0.349 0.326 0.398 0.318 -0.767 0.151 -0.532 -0.743 0.222 0.173 0.191


Record 6
ORCA calculation (the ωB97M-V functional and the def2-TZVPD basis) on 2 unconnected molecules or ions with the total composition C9H14O at a distorted geometry.

Summary:
structure (SMILES): Cc1ccc(O)cc1.CC
orbital gap: 9.587 eV
highest occupied orbital energy: -8.722 eV
ΔE to the lowest compared entry with this formula, charge and spin: 0.643 eV

```
24
C9H14O the ωB97M-V functional and the def2-TZVPD basis
C -0.936 -2.241 -0.493
C -1.913 -3.412 -0.295
H -0.938 -1.930 -1.541
H -1.308 -1.392 0.099
H 0.101 -2.307 -0.164
H -1.355 -4.341 -0.408
H -2.634 -3.327 -1.089
H -2.399 -3.319 0.671
C 2.980 0.743 -0.482
C -0.620 1.878 -0.629
C 0.677 1.573 -1.055
C -0.966 1.725 0.696
C 1.533 1.022 -0.105
C -0.036 1.334 1.673
C 1.242 0.979 1.257
O -2.250 1.967 1.140
H -1.423 2.202 -1.284
H 0.997 1.696 -2.078
H -2.482 2.886 1.157
H -0.264 1.428 2.726
H 3.678 1.460 -0.049
H 3.100 0.832 -1.566
H 2.019 0.819 1.990
H 3.198 -0.278 -0.170
```

Mulliken analysis output, partial charges in e: -0.604 -0.880 0.285 0.078 0.308 0.270 0.262 0.284 -1.436 -0.196 -0.757 0.039 0.958 -0.205 -0.729 -0.531 0.382 0.312 0.314 0.426 0.327 0.358 0.397 0.337


Please write out number 4 again, unchanged.
ORCA calculation (the ωB97M-V functional and the def2-TZVPD basis) on 2 unconnected molecules or ions with the total composition C4H10N3O at a distorted geometry.

Summary:
total charge: +1
expectation value of S²: 2.008
orbital gap (spin up / spin down): 8.084 / 8.497 eV
highest occupied orbital energy (spin up / spin down): -11.633 / -14.662 eV
ΔE to the lowest compared entry with this formula, charge and spin: 3.188 eV
multiplicity: 3

```
18
C4H10N3O the ωB97M-V functional and the def2-TZVPD basis
C -1.272 0.227 1.010
C -0.989 1.442 0.584
C -0.625 -0.766 0.021
C 2.543 -0.129 0.244
N 0.302 0.126 -0.739
N -1.592 -1.250 -0.878
N 0.066 1.461 -0.451
O 0.013 -1.759 0.741
H -1.959 -0.082 1.788
H -1.332 2.427 1.065
H 2.597 -1.019 -0.359
H 2.998 0.805 0.079
H 1.967 -0.221 1.197
H -2.190 -0.691 -1.328
H -1.177 -1.947 -1.472
H -0.191 1.907 -1.395
H 0.852 2.075 -0.317
H -0.011 -2.606 0.212
```

Mulliken analysis output, partial charges in e: -0.592 -0.399 0.986 -1.001 -0.577 -0.507 0.177 -0.464 0.442 0.403 0.296 0.437 0.291 0.181 0.230 0.377 0.371 0.349